[1]
One molecule with the formula C3H4N2O, computed with ωB97M-V with the def2-TZVPD basis set.

Last column: Mulliken charge in e.
Cartesian coordinates (Å):
O  2.73086  -0.00088  0.17046  -0.33
C  0.73613  0.04196  -0.69009  0.65
N  1.80825  -0.56190  -0.73376  -0.43
N  -1.47865  -0.99030  0.67087  -0.57
C  -1.50023  0.19976  0.21792  0.02
C  -0.39939  0.69463  -0.62120  -0.59
H  3.20838  -0.75657  0.52382  0.35
H  -2.30634  -1.17133  1.23447  0.24
H  -2.30470  0.92311  0.40213  0.34
H  -0.49432  1.62152  -1.17462  0.32

Atomic forces in eV per Å
0.16 0.25 0.40
0.36 -0.06 0.04
-0.70 0.21 -0.14
-0.22 0.49 -0.06
0.05 -0.34 0.08
0.24 -0.03 -0.15
0.14 -0.23 -0.18
0.01 -0.01 0.04
0.06 -0.18 0.02
-0.09 -0.10 -0.04

Molar mass, g/mol: 84.1
Calculated total energy, eV: -8199.847
Structure (SMILES): [H]/N=C/C=C=NO
Highest occupied orbital energy, eV: -9.547
Relative energy (zero: lowest compared OMol25 entry of this formula, charge and spin), kJ/mol: 389.7
LUMO, eV: 0.249

---

[2]
A 8-piece molecular cluster, C6H28N8O9 overall in a non-equilibrium geometry, computed with ωB97M-V with the def2-TZVPD basis set.

Last column: Mulliken charge in e.
Cartesian coordinates (Å):
C  -41.84440  9.03486  6.78813  -0.62
C  -41.27599  10.40554  6.43513  -0.11
O  -42.22006  11.43537  6.79611  -0.18
O  -43.00672  8.69337  6.10348  -0.55
H  -42.05988  8.92678  7.85113  0.30
H  -41.04467  8.29458  6.76548  0.40
H  -41.21391  10.54508  5.35588  0.07
H  -40.30430  10.64443  6.86738  0.41
H  -42.97372  11.20776  6.24676  0.05
H  -43.75649  9.28776  6.18182  0.32
C  -41.09405  12.53819  10.32070  0.75
O  -41.09471  11.36044  10.45134  -0.65
N  -41.60315  13.07373  9.28944  -0.13
N  -40.62129  13.40839  11.25825  -0.39
H  -42.03077  12.43711  8.63220  0.09
H  -41.42517  14.05853  9.15312  0.01
H  -40.24570  12.92948  12.06428  0.24
H  -40.64480  14.39116  11.02648  0.12
C  -43.12514  11.60180  2.76392  0.46
O  -42.60593  11.23799  1.75895  -0.69
N  -43.93199  10.90220  3.49601  -0.17
N  -42.97120  12.79630  3.29244  -0.18
H  -44.60382  11.35676  4.09777  0.11
H  -44.08240  9.91297  3.35853  0.18
H  -42.31993  13.39734  2.80800  0.27
H  -43.31098  13.07355  4.20227  0.13
C  -46.12541  13.70038  5.35425  0.52
O  -44.97290  13.24690  5.30252  -0.63
N  -47.11486  13.04610  4.94296  -0.38
N  -46.45477  14.83760  5.85871  -0.40
H  -46.97422  12.05098  4.84272  0.21
H  -48.06439  13.35184  5.10108  0.16
H  -47.42061  15.11121  5.74746  0.14
H  -45.78827  15.38179  6.38761  0.22
C  -38.10225  13.18419  5.86608  0.58
O  -36.98142  12.84493  6.20992  -0.72
N  -38.74101  12.38700  5.09862  -0.21
N  -38.69421  14.31551  6.16704  -0.22
H  -38.45249  11.43073  4.94899  0.25
H  -39.58344  12.58845  4.57918  0.11
H  -38.32023  14.91226  6.89100  0.19
H  -39.63064  14.51686  5.84664  0.17
O  -41.17416  15.66396  7.90082  -0.62
H  -40.79119  15.85513  8.75699  0.26
H  -41.80313  16.37083  7.75602  0.24
O  -41.63360  14.16613  5.67538  -0.62
H  -41.42045  14.53621  6.53203  0.34
H  -42.32602  13.52994  5.85436  0.19
O  -40.84540  14.50130  3.07941  -0.70
H  -39.98586  14.92158  3.10743  0.41
H  -40.99153  14.19393  3.97406  0.24

Atomic forces in eV per Å
0.71 0.69 1.82
-0.70 0.25 -0.41
-0.04 -0.06 0.41
-0.14 -1.09 -1.53
-0.07 0.89 0.46
-0.24 -0.41 -1.29
0.48 -0.65 -0.27
-0.23 -0.17 0.29
-0.43 0.40 -0.06
0.41 0.24 0.53
1.08 0.06 2.73
0.39 -3.84 1.26
-1.79 3.01 -3.81
0.22 -0.11 0.17
0.14 0.43 -0.53
-0.72 -0.63 -0.82
0.19 0.91 0.02
0.38 -0.32 1.00
0.50 1.30 -0.17
1.54 -1.21 -2.57
-3.68 -4.01 3.02
1.27 3.28 0.31
0.32 0.17 -0.02
0.20 0.30 -0.43
-0.27 0.06 0.06
-0.22 -0.16 -0.54
5.25 -0.26 0.88
0.31 -0.01 0.46
-5.30 -4.60 -2.51
-0.53 4.18 1.71
-0.20 0.23 -0.37
0.23 -0.26 -0.05
0.49 0.53 0.50
-0.31 0.03 -0.39
3.48 -0.31 1.15
1.09 0.48 1.39
-3.97 -3.80 -3.97
-1.38 3.20 0.96
0.61 0.52 0.21
-0.03 0.37 0.39
0.17 -0.28 -0.39
0.32 -0.25 0.19
0.06 0.17 0.10
0.36 0.19 0.14
-0.25 0.28 -0.15
-0.12 0.17 -0.37
0.08 0.11 0.47
-0.11 -0.50 0.14
0.46 0.24 -0.55
0.23 0.14 -0.21
-0.26 0.11 0.63

Molar mass, g/mol: 356.3
Calculated total energy, eV: -37026.001
Structure (SMILES): NC(N)=O.NC(N)=O.NC(N)=O.NC(N)=O.OCCO.O.O.O
Highest occupied orbital energy, eV: -9.155
Relative energy (zero: lowest compared OMol25 entry of this formula, charge and spin), kJ/mol: 255.9
LUMO, eV: -0.579

---

[3]
A 2-piece molecular cluster, C5H14S overall in a non-equilibrium geometry, computed with ωB97M-V with the def2-TZVPD basis set.

Last column: Mulliken charge in e.
Cartesian coordinates (Å):
C  1.19637  -0.31869  -0.69793  -0.38
C  -1.07529  -1.14589  -2.16738  -0.78
S  0.75162  -1.19168  -2.21425  -0.10
H  0.40855  0.30295  -0.26320  -0.19
H  1.34964  -1.04118  0.18214  0.26
H  2.03293  0.32621  -0.94615  0.36
H  -1.37425  -1.82875  -2.94769  0.30
H  -1.54652  -0.19183  -2.36250  0.28
H  -1.39144  -1.54093  -1.20398  0.24
C  -0.85915  1.61108  2.08631  -0.46
C  -1.16962  0.10246  2.24958  -0.84
C  0.58968  1.95126  2.57471  -1.09
H  -0.89942  1.86162  1.03228  0.28
H  -1.60356  2.14593  2.63467  0.42
H  -0.16351  -0.40058  2.19568  0.18
H  1.32102  1.18258  2.40898  0.33
H  0.83143  2.98604  2.37547  0.33
H  -1.79934  -0.23905  1.42604  0.16
H  -1.64828  -0.06055  3.21215  0.39
H  0.39118  2.06924  3.66319  0.31

Atomic forces in eV per Å
-0.45 -0.91 1.65
0.63 -0.44 0.32
-0.61 0.38 -0.03
-0.18 0.20 -0.72
0.50 0.87 -1.45
0.28 -0.19 0.42
-0.22 -0.27 -0.17
0.26 0.38 0.04
-0.20 0.00 -0.04
1.51 -1.08 -0.80
1.40 0.54 -0.35
-2.84 0.85 2.23
-0.39 0.18 -0.24
-0.32 0.81 0.16
-1.24 -0.09 0.16
0.40 0.01 -0.38
0.62 0.00 -0.89
-0.04 -0.20 0.25
0.08 -0.38 -0.02
0.80 -0.64 -0.14

Molar mass, g/mol: 106.2
Calculated total energy, eV: -16246.466
Structure (SMILES): CCC.CSC
Highest occupied orbital energy, eV: -8.494
Relative energy (zero: lowest compared OMol25 entry of this formula, charge and spin), kJ/mol: 80.6
LUMO, eV: 1.008

---

Which of these has the highest relative energy (zero: lowest compared OMol25 entry of this formula, charge and spin)?
C3H4N2O

---

What is the LUMO in the first record?
0.249 eV